(1)
{"formula": "C8H14N4", "method": "the ωB97M-V functional and the def2-TZVPD basis", "homo_ev": [-13.482, -17.633], "charge": 2, "gap_ev": [5.36, 7.18], "spin_multiplicity": 3, "species": ["C", "C", "C", "C", "C", "C", "C", "C", "N", "N", "N", "N", "H", "H", "H", "H", "H", "H", "H", "H", "H", "H", "H", "H", "H", "H"], "coordinates": [[-1.26265, 2.18616, -0.75906], [1.44386, 1.03762, 0.17578], [1.09064, 1.72063, -0.98322], [-1.94655, 0.85732, -0.53538], [2.58092, 1.08462, 2.34171], [-1.08456, -0.32161, -0.23668], [-0.43184, -1.04977, -1.33678], [-0.36794, -1.97043, 1.41235], [-0.05612, 2.41254, -0.98919], [2.00584, 1.13888, 1.23712], [1.81452, 1.65540, -2.09464], [-1.06126, -0.78854, 0.97064], [-1.92738, 3.04434, -0.75727], [-2.68863, 1.01423, 0.25334], [-2.50790, 0.66800, -1.46206], [3.62954, 0.82586, 2.39013], [2.06193, 1.34709, 3.25126], [-1.06011, -1.91428, -1.58159], [0.53922, -1.45808, -1.06259], [-0.34805, -0.45395, -2.24172], [0.68676, -1.93602, 1.13728], [-0.45410, -2.05910, 2.49278], [-0.80025, -2.86703, 0.95916], [2.76851, 1.32824, -2.09586], [1.50608, 2.15714, -2.91720], [-1.60196, -0.31184, 1.69076]]}

(2)
{"formula": "C8H14N4O2", "method": "the ωB97M-V functional and the def2-TZVPD basis", "homo_ev": -16.632, "charge": 2, "gap_ev": 9.61, "species": ["C", "C", "C", "C", "C", "C", "C", "C", "N", "N", "N", "N", "O", "O", "H", "H", "H", "H", "H", "H", "H", "H", "H", "H", "H", "H", "H", "H"], "coordinates": [[0.48848, 2.62751, -0.51318], [2.85032, 1.56666, -0.35362], [-2.51257, 0.91138, 0.29131], [0.80145, 0.39154, -0.33030], [0.71737, -3.10784, 0.63806], [-4.16702, -0.85853, -0.33380], [1.50238, -2.01391, -0.00282], [-0.04601, 1.37629, -0.68451], [0.99167, 3.62531, -0.40667], [3.72375, 2.20212, 0.28058], [-2.29791, 1.70168, 1.12729], [-2.84982, -0.23702, -0.15591], [2.07652, 0.67098, 0.13655], [0.51924, -0.88273, -0.31478], [2.64798, 1.65314, -1.45466], [0.04526, -3.40030, -0.08108], [1.41770, -3.88942, 0.72523], [0.51195, -2.73508, 1.60618], [-4.54639, -1.07921, -1.40483], [-5.04188, -0.44242, 0.19720], [-4.06043, -1.81161, 0.17302], [2.06661, -2.37229, -0.80672], [2.19483, -1.47207, 0.79089], [-1.05585, 1.11656, -0.98221], [4.41088, 2.69054, -0.37447], [3.82116, 2.07375, 1.31833], [-2.10448, 2.66401, 1.21357], [-2.10519, -0.96904, -0.29865]]}

(3)
{"formula": "C8H14N4S", "method": "the ωB97M-V functional and the def2-TZVPD basis", "homo_ev": -8.104, "gap_ev": 8.56, "species": ["C", "C", "C", "C", "C", "C", "C", "C", "H", "H", "H", "H", "H", "H", "H", "H", "H", "H", "H", "H", "H", "H", "N", "N", "N", "N", "S"], "coordinates": [[3.06668, 0.05365, 0.36596], [0.74275, 0.08967, -0.56777], [-1.49727, 1.05568, -1.16052], [-2.43580, 1.64806, -0.01020], [-2.67290, 0.75239, 1.35901], [-3.46069, -0.56464, 0.92066], [-2.82092, -1.37049, -0.26670], [-1.36632, -1.41524, -0.38714], [4.94600, -0.45011, -0.27546], [4.70290, 0.88892, 1.04615], [-2.11898, 0.84295, -2.11182], [-0.82778, 1.88982, -1.37025], [-2.06469, 2.75134, 0.33211], [-3.43565, 2.05186, -0.34696], [-3.22805, 1.02384, 2.12994], [-1.71368, 0.36479, 1.76166], [-4.48383, -0.21260, 0.60232], [-3.47173, -1.22498, 1.84905], [-3.21305, -2.38608, -0.16346], [-3.13857, -1.07295, -1.22517], [-0.81699, -1.55804, 0.58672], [-1.24462, -2.18071, -1.11089], [4.38618, -0.21200, 0.84595], [2.64645, 1.29330, 0.08495], [1.28959, 1.31353, -0.42185], [-0.68757, -0.05992, -0.63569], [1.83331, -1.16044, -0.14608]]}

(4)
{"formula": "C8H14NP", "method": "the ωB97M-V functional and the def2-TZVPD basis", "homo_ev": [-7.878, -7.878], "gap_ev": [7.49, 7.49], "species": ["C", "C", "C", "C", "C", "C", "C", "C", "N", "P", "H", "H", "H", "H", "H", "H", "H", "H", "H", "H", "H", "H", "H", "H"], "coordinates": [[2.56808, -0.31993, -0.53378], [2.83254, 0.98941, -0.44480], [1.48604, -0.94596, 0.00962], [1.87955, 1.97435, 0.22893], [0.43135, 1.60490, 0.10203], [-3.19115, -1.16249, -0.37923], [-1.82039, -0.47226, -0.53672], [-1.01480, -0.34377, 0.84399], [0.25080, 0.29209, 0.77215], [1.40985, -2.63817, 0.09158], [3.43959, -0.76589, -1.02015], [3.85270, 1.47623, -0.78796], [2.32200, 2.10459, 1.29699], [1.86373, 3.07013, -0.04487], [-0.28426, 2.18019, 0.64361], [-0.03971, 1.52646, -0.83016], [-3.48447, -1.35142, -1.41462], [-3.00589, -2.12101, 0.31125], [-4.01037, -0.62019, 0.18710], [-1.89761, 0.61127, -0.73403], [-1.39416, -1.06279, -1.37957], [-1.72202, 0.18925, 1.51904], [-0.96359, -1.42449, 0.97594], [0.49218, -2.79051, 1.12368]]}

(5)
{"formula": "C8H14O", "method": "the ωB97M-V functional and the def2-TZVPD basis", "homo_ev": -8.696, "smiles": "C=C/C(=C\\C)C(=C)C.O", "gap_ev": 9.37, "species": ["C", "C", "C", "C", "C", "C", "C", "C", "H", "H", "H", "H", "H", "H", "H", "H", "H", "H", "H", "H", "O", "H", "H"], "coordinates": [[0.84753, -1.05730, -2.11494], [0.44174, 0.09077, -1.58343], [-0.32496, -0.00692, -0.29704], [-1.50470, 0.61655, -0.15716], [-2.04603, 1.75175, -1.10991], [0.18381, -1.08664, 0.59281], [1.22864, -0.99989, 1.41440], [-0.73136, -2.24528, 0.95328], [0.30028, -1.98354, -2.29356], [1.79737, -0.97675, -2.64254], [1.02198, 0.93752, -1.91767], [-2.18633, 0.71957, 0.65003], [-1.61702, 2.73048, -0.81218], [-1.87903, 1.54871, -2.26414], [-3.12458, 1.51300, -0.96531], [1.94588, -0.18739, 1.52899], [1.44566, -1.74910, 2.15710], [-0.87948, -2.22354, 2.06491], [-1.71165, -2.24079, 0.43827], [-0.33399, -3.26046, 0.78733], [1.67320, 2.40178, 1.71672], [1.00292, 1.70190, 1.74534], [2.33495, 1.74246, 1.42883]]}

(6)
{"formula": "C8H14O", "method": "the ωB97M-V functional and the def2-TZVPD basis", "homo_ev": -9.208, "smiles": "C=C(C)C[C@H](C)C(C)=O", "gap_ev": 10.14, "species": ["C", "C", "C", "C", "C", "C", "C", "C", "O", "H", "H", "H", "H", "H", "H", "H", "H", "H", "H", "H", "H", "H", "H"], "coordinates": [[-0.62737, -1.38156, 2.19326], [-0.14415, -0.31002, 1.63731], [-0.74265, 1.00732, 1.91715], [0.90150, -0.43516, 0.61704], [0.57369, -0.45076, -0.87992], [1.93679, -0.51940, -1.68359], [-0.09577, 0.76612, -1.41053], [-1.60916, 0.88434, -1.59546], [0.51842, 1.73707, -1.78245], [-1.48531, -1.54499, 2.83958], [-0.03418, -2.24325, 2.27011], [-0.17341, 1.88638, 1.61353], [-0.96702, 1.16766, 2.94735], [-1.71051, 0.95993, 1.41517], [1.54097, 0.47205, 0.65428], [1.37378, -1.47383, 0.65104], [0.07130, -1.44146, -1.19338], [2.59092, -0.92868, -0.93900], [2.20587, 0.44265, -1.90583], [1.79597, -1.20623, -2.49204], [-2.00654, 0.50273, -2.52520], [-1.95777, 1.90603, -1.51303], [-1.95538, 0.20306, -0.83540]]}

Calculated values (g mol⁻¹) of molecular weight for the records, taken in order: 166.23 198.23 198.30 155.18 126.20 126.20.